Run i
DFT (the ωB97M-V functional and the def2-TZVPD basis) results for an isolated molecule of C6H11ClO.

Each line ends with the Löwdin charge.
Cartesian coordinates (Å):
Cl: 2.17668 0.73833 -0.55836  0.637
O: -1.99489 1.35092 0.59416  0.006
C: -2.25033 -1.08042 0.48462  -0.013
C: 1.12690 -1.70207 -0.30102  -0.105
C: -1.36631 0.15209 0.33076  -0.563
C: 0.74980 -0.25283 -0.10986  -0.825
C: -0.45436 0.19124 -0.93815  -0.115
C: -0.06183 0.11800 1.13589  -0.081
H: -0.15095 -0.68747 1.89650  0.130
H: 0.22755 1.01918 1.64619  0.119
H: -1.64113 -1.99635 0.35435  0.072
H: -3.05482 -1.19692 -0.22483  0.073
H: -0.40399 1.21607 -1.23478  0.098
H: -0.70945 -0.40277 -1.82880  0.127
H: 1.80813 -1.88384 0.49212  0.068
H: 0.30198 -2.41321 -0.18075  0.075
H: -2.70232 1.57859 -0.02243  0.111
H: 1.53585 -1.95203 -1.27746  0.083
H: -2.71848 -1.19636 1.50533  0.105

For the LUMO energy, the calculation gives 0.8 eV. Its SMILES is C[C@]1(O)C[C@@](C)(Cl)C1. The net charge is 0. Its gap between HOMO and LUMO is 0.39471 hartree.

=====

Run ii
DFT (the ωB97M-V functional and the def2-TZVPD basis) results for a cluster of 2 separate species, C6H11ClO in total.

Each line ends with the Löwdin charge.
Cartesian coordinates (Å):
Cl: 2.15058 -0.90406 1.61919  0.560
O: -0.02156 0.50985 2.16744  -0.145
C: 0.00871 -0.32095 3.31995  -0.160
C: 1.19342 0.04390 -1.39684  -0.094
C: -0.68300 1.46796 -0.77068  -0.052
C: -1.04561 -1.02492 -1.78487  -0.039
C: 0.34058 -0.80873 1.91164  -0.481
C: -0.24296 0.13363 -1.33400  -0.284
H: 1.67021 0.90916 -1.51484  0.047
H: -1.65014 1.48006 -0.31821  0.074
H: -2.10546 -0.80661 -1.48561  0.112
H: -0.71965 -1.78380 -1.23770  0.037
H: 0.04462 1.83050 -0.09227  0.066
H: 1.39969 -0.83041 -1.99174  0.096
H: 1.59518 -0.13268 -0.38909  -0.006
H: -0.90909 -1.13790 -2.77775  0.051
H: 0.77343 -0.14297 3.97405  0.065
H: -0.83335 2.16923 -1.51815  0.059
H: -0.96561 -0.65126 3.61948  0.093

For the LUMO energy (alpha / beta), the calculation gives 0.9 / -1.7 eV. The net charge is 0. Its gap between HOMO and LUMO (alpha / beta) is 0.36537 / 0.17388 hartree.

=====

Which one is most stable, and which one is least stable? run i is the most stable of them, while run ii is the least stable.

=====

Run i
DFT (the ωB97M-V functional and the def2-TZVPD basis) results for a structure of composition C3H9Cl3OSi2.

Each line ends with the Löwdin charge.
Cartesian coordinates (Å):
Cl: -2.36763 0.93028 2.02837  0.342
Cl: -2.00736 -0.36250 -1.50463  0.492
Cl: -1.65996 -2.23609 1.61918  0.416
Si: -1.13240 -0.57167 2.49102  -0.431
Si: 1.10149 0.14973 0.43901  0.431
O: 0.37029 -0.17424 1.85385  -0.450
C: 1.16044 -1.29978 -0.74591  -0.196
C: 0.26298 1.63984 -0.44425  -0.157
C: -0.96241 0.72801 -2.40823  -0.380
H: -0.15542 0.04264 -2.69741  -0.024
H: 0.41984 -1.23881 -1.55323  -0.024
H: 2.43891 0.44638 0.93574  0.006
H: 1.10896 2.04611 -1.02804  0.036
H: 2.10243 -1.22797 -1.13252  -0.014
H: 1.11536 -2.33672 -0.46561  0.036
H: -0.59246 1.47546 -1.56871  -0.088
H: -1.08489 -0.42104 3.94361  -0.029
H: -0.11815 2.41036 0.23775  0.035

For the LUMO energy (alpha / beta), the calculation gives -0.9 / -1.0 eV. The net charge is 0. Its gap between HOMO and LUMO (alpha / beta) is 0.28745 / 0.29521 hartree.

=====

Run ii
DFT (the ωB97M-V functional and the def2-TZVPD basis) results for an isolated molecule of C3H9Cl3OSi2.

Each line ends with the Löwdin charge.
Cartesian coordinates (Å):
Cl: -1.93348 -2.87322 -0.78110  0.433
Cl: -0.48127 -2.38475 2.13355  0.423
Cl: -2.61078 1.86383 0.98829  0.444
Si: -0.85383 1.18662 0.42075  -0.091
Si: -0.41588 -2.05028 0.17909  -0.466
O: -0.87380 -0.45566 0.27834  -0.449
C: -0.71098 1.82886 -1.30882  -0.222
C: 1.27987 -2.14027 -0.72154  -0.163
C: 0.79395 1.46463 1.46810  -0.148
H: 1.78345 -2.91601 -0.17036  0.016
H: 1.95926 -1.30495 -0.83057  0.037
H: -0.58742 2.97243 -1.25321  0.059
H: 1.46752 0.68373 1.01732  0.034
H: 1.03320 -2.55717 -1.65944  0.000
H: -1.65695 1.73429 -1.87372  0.033
H: 1.11587 2.46205 1.44554  -0.010
H: 0.58323 1.11726 2.52451  0.044
H: 0.10805 1.36861 -1.85674  0.025

For the LUMO energy, the calculation gives 0.5 eV. Its SMILES is C[Si](C)(Cl)O[Si](C)(Cl)Cl. The net charge is 0. Its gap between HOMO and LUMO is 0.38985 hartree.

=====

Run iii
DFT (the ωB97M-V functional and the def2-TZVPD basis) results for a cluster of 2 separate species, C3H9Cl3OSi2 in total.

Each line ends with the Löwdin charge.
Cartesian coordinates (Å):
Cl: 1.61291 1.31541 -2.29522  0.303
Cl: -1.05175 3.07348 -1.35596  0.312
Cl: -0.77544 1.83105 -4.41738  0.244
Si: 0.33026 -0.09969 1.29694  0.565
Si: -0.41560 1.44245 -2.41485  -0.644
O: -0.30028 0.94702 0.41212  -0.403
C: 2.18010 -0.45298 1.42992  -0.158
C: -0.54707 -1.16506 2.54002  -0.194
C: -1.48986 -0.14956 -2.08537  -0.226
H: -0.62893 -0.79659 -1.79116  0.020
H: -0.15060 -2.15001 2.83771  0.039
H: -1.65353 -1.30594 2.33527  0.055
H: -2.10106 0.09577 -1.31923  -0.035
H: 2.61667 -1.42941 1.28360  0.036
H: -1.92801 -0.50213 -3.05936  0.042
H: -0.66707 -0.75723 3.53242  0.019
H: 2.53783 0.25562 0.66901  0.020
H: 2.43142 -0.15221 2.40151  0.006

For the LUMO energy, the calculation gives 0.2 eV. Its SMILES is C[Si](Cl)(Cl)Cl.C[Si](C)=O. The net charge is 0. Its gap between HOMO and LUMO is 0.38941 hartree.

=====

Which one is most stable, and which one is least stable? run ii is the most stable of them, while run i is the least stable.

=====

Run i
DFT (the ωB97M-V functional and the def2-TZVPD basis) results for an isolated molecule of C3H5NS3.

Each line ends with the Löwdin charge.
Cartesian coordinates (Å):
S: -1.60925 -0.44734 0.55198  0.858
S: 0.66143 -1.76845 -0.62625  0.834
S: -1.98906 -2.86581 -0.90200  0.547
N: -0.61708 0.76050 -0.23797  -0.384
C: -0.87501 2.03845 -0.03599  -0.122
C: -0.98408 -1.63220 -0.37939  -1.649
C: 1.69161 -0.57777 0.27783  -0.415
H: 2.75696 -0.78782 0.31850  0.028
H: 1.72474 0.45784 -0.25136  0.059
H: -0.41757 2.86298 -0.72945  0.099
H: -1.74538 2.41008 0.65561  0.089
H: 1.40268 -0.45045 1.35848  0.055

For the LUMO energy, the calculation gives -0.4 eV. The net charge is 0. Its gap between HOMO and LUMO is 0.29588 hartree.

=====

Run ii
DFT (the ωB97M-V functional and the def2-TZVPD basis) results for an isolated molecule of C3H5NS3.

Each line ends with the Löwdin charge.
Cartesian coordinates (Å):
S: 0.01616 -1.05953 2.81723  0.584
S: -1.68634 -1.05715 0.34793  0.899
S: 2.16290 0.62080 0.97044  0.796
N: 0.65748 0.01261 0.42607  -0.610
C: -0.98040 -0.49476 -1.21604  -0.451
C: 0.09479 0.52303 -0.81747  -0.282
C: -0.19548 -0.67005 1.24031  -1.222
H: -1.71404 -0.02203 -1.83849  0.067
H: -0.54140 -1.37649 -1.73389  0.090
H: 1.64460 1.42502 1.92101  -0.118
H: -0.38499 1.49161 -0.56913  0.127
H: 0.92671 0.60695 -1.54799  0.119

For the LUMO energy, the calculation gives 0.5 eV. Its SMILES is S=C1SCCN1S. The net charge is 0. Its gap between HOMO and LUMO is 0.32961 hartree.

=====

Which one is most stable, and which one is least stable? run ii is the most stable of them, while run i is the least stable.

=====

Run i
DFT (the ωB97M-V functional and the def2-TZVPD basis) results for a structure of composition C5H9N3O.

Each line ends with the Löwdin charge.
Cartesian coordinates (Å):
O: 2.23870 0.66208 0.17467  0.026
N: 0.27323 2.47817 0.58819  0.045
N: -2.44540 -0.73886 -0.31328  0.144
N: -0.70848 -2.14176 0.51607  0.120
C: -0.16045 1.36225 -0.10457  -0.195
C: -0.50858 0.25064 0.64594  -0.049
C: 1.12280 -0.55570 -1.48126  0.034
C: 1.08168 0.30338 -0.44950  -0.387
C: -1.28744 -0.93005 0.18171  -0.529
H: 2.06654 1.49011 0.65570  0.088
H: 0.29991 -2.16058 0.56467  0.088
H: 2.07689 -0.83688 -1.89988  0.065
H: -2.92621 -1.61918 -0.50799  0.049
H: -1.12867 -2.96806 0.11772  0.097
H: -0.11924 2.64793 1.50940  0.099
H: 0.21729 -0.87838 -1.96709  0.067
H: -0.52518 0.33227 1.74033  0.138
H: 0.43260 3.30262 0.02915  0.099

For the LUMO energy (alpha / beta), the calculation gives 0.3 / 0.3 eV. The net charge is 0. Its gap between HOMO and LUMO (alpha / beta) is 0.28641 / 0.28644 hartree.

=====

Run ii
DFT (the ωB97M-V functional and the def2-TZVPD basis) results for an isolated molecule of C5H9N3O.

Each line ends with the Löwdin charge.
Cartesian coordinates (Å):
O: -0.74719 -0.82883 0.83749  0.009
N: -0.20365 0.41761 1.42829  -0.010
N: -0.40542 0.33745 -0.89613  -0.010
N: -0.59643 -1.86655 -1.21012  0.076
C: -1.01771 0.54708 2.49295  0.065
C: -0.58087 -0.76244 -0.40666  -0.736
C: 1.84740 0.56816 0.24142  -0.115
C: 0.71084 1.16140 -0.65152  -0.253
C: 0.56691 0.39324 -2.15605  0.092
H: 1.87576 1.20907 1.24491  0.097
H: -1.83417 -0.17576 2.62891  0.088
H: -0.41054 1.33117 3.23079  0.143
H: 2.83389 0.91183 -0.19829  0.085
H: 1.78741 -0.47083 0.51671  0.066
H: -1.26480 -2.72533 -0.96537  0.075
H: 0.34469 1.18851 -2.85093  0.081
H: 0.79319 2.26174 -0.43578  0.143
H: 1.13122 -0.56391 -2.24594  0.106

For the LUMO energy, the calculation gives 0.3 eV. Its SMILES is [H]/N=C(\ON=C)N1C[C@@H]1C. The net charge is 0. Its gap between HOMO and LUMO is 0.31017 hartree.

=====

Which one is most stable, and which one is least stable? run i is the most stable of them, while run ii is the least stable.